# 1
DFT (wB97M-V/def2-TZVPD) results for 2 unconnected molecules or ions with the total composition C2H3F2I in a non-equilibrium geometry.

Cartesian coordinates (Å):
1 C -0.006 -0.003 -0.024
2 C -2.205 0.965 0.101
3 F -2.250 1.712 -1.090
4 F -2.255 1.814 1.098
5 I -3.740 -0.422 -0.002
6 H -0.027 -0.963 -0.582
7 H 0.259 0.882 -0.604
8 H 0.220 -0.249 0.927

Cartesian forces (eV/Å) of the 3 atoms listed first:
C 1.6 -1.8 -4.0
C -2.2 2.4 -1.9
F 0.6 -0.9 1.7

electronic energy = -15652.892 eV
HOMO level (alpha / beta) = -7.363 / -10.349 eV
spin multiplicity = 3
E_LUMO (alpha / beta) = 0.45 / -2.06 eV
relative energy (zero: lowest compared OMol25 entry of this formula, charge and spin) = 44.1 kcal/mol

# 2
DFT (wB97M-V/def2-TZVPD) results for a molecular structure, C18H22BF5IN4O2S2.

Cartesian coordinates (Å):
1 O 4.717 -2.317 -1.832
2 B 3.368 -2.420 -1.668
3 O 2.909 -2.977 -0.497
4 C 2.384 -1.862 -2.786
5 C 2.208 -0.376 -2.602
6 C 3.173 0.525 -3.240
7 S 4.355 -0.110 -4.395
8 C 3.114 1.875 -3.041
9 I 4.415 3.253 -3.893
10 C 2.092 2.393 -2.201
11 N 1.893 3.676 -1.884
12 S 0.642 3.725 -0.896
13 N 0.283 2.165 -0.800
14 C 1.159 1.517 -1.582
15 C 1.198 0.111 -1.814
16 C 0.108 -0.741 -1.211
17 C -0.945 -1.204 -2.226
18 C -1.717 -0.051 -2.875
19 C -2.932 0.448 -2.133
20 F -2.657 0.671 -0.809
21 F -3.336 1.636 -2.663
22 C -4.186 -0.461 -2.183
23 F -4.721 -0.432 -3.414
24 F -5.105 -0.042 -1.300
25 F -3.876 -1.738 -1.889
26 H 5.210 -2.557 -1.041
27 H 1.961 -3.124 -0.524
28 H 2.785 -2.058 -3.777
29 H 1.432 -2.385 -2.710
30 H 4.895 -1.030 -3.587
31 H -0.389 -0.152 -0.443
32 H 0.548 -1.601 -0.706
33 H -1.609 -1.917 -1.745
34 H -0.452 -1.749 -3.031
35 H -1.055 0.811 -2.968
36 H -2.035 -0.311 -3.883
37 C -1.889 2.004 1.799
38 C -2.344 1.630 3.191
39 N -1.347 0.774 3.873
40 C -0.118 0.392 3.389
41 C 0.456 -0.390 4.337
42 N -0.432 -0.475 5.383
43 C -1.513 0.234 5.075
44 C -0.234 -1.222 6.628
45 H -1.716 1.123 1.184
46 H -2.662 2.597 1.317
47 H -0.973 2.593 1.817
48 H -3.282 1.077 3.157
49 H -2.497 2.515 3.808
50 H 0.232 0.712 2.425
51 H 1.405 -0.893 4.372
52 H -2.379 0.360 5.702
53 H -1.026 -1.957 6.745
54 H -0.234 -0.537 7.472
55 H 0.723 -1.730 6.576

Cartesian forces (eV/Å) of the 3 atoms listed first:
O -0.1 0.2 0.0
B 0.0 -0.1 0.0
O 0.0 0.0 -0.1

charge = +1
electronic energy = -73111.466 eV
HOMO level = -10.306 eV
E_LUMO = -2.82 eV

# 3
DFT (wB97M-V/def2-TZVPD) results for 2 unconnected molecules or ions with the total composition C4H12 in a non-equilibrium geometry.

Cartesian coordinates (Å):
1 C -1.994 -0.968 -1.024
2 C -1.794 -0.207 -2.353
3 H -1.213 -1.710 -0.967
4 H -1.996 -0.299 -0.165
5 H -2.972 -1.441 -1.072
6 H -0.971 0.492 -2.250
7 H -2.691 0.345 -2.627
8 H -1.583 -0.896 -3.173
9 C 1.537 0.775 2.358
10 C 2.308 0.406 1.076
11 H 0.589 1.215 2.027
12 H 1.241 -0.155 2.848
13 H 2.028 1.479 3.027
14 H 2.359 1.243 0.379
15 H 3.347 0.160 1.296
16 H 1.805 -0.438 0.621

Cartesian forces (eV/Å) of the 3 atoms listed first:
C -0.4 0.5 -1.1
C -0.1 -0.1 0.5
H 0.1 -0.3 0.5

structure (SMILES) = CC.CC
electronic energy = -4342.363 eV
HOMO level = -11.756 eV
E_LUMO = 1.05 eV
relative energy (zero: lowest compared OMol25 entry of this formula, charge and spin) = 3.8 kcal/mol

# 4
DFT (wB97M-V/def2-TZVPD) results for a molecular structure, C20H24N2ScSeSi in a non-equilibrium geometry.

Cartesian coordinates (Å):
1 Sc 0.497 -0.381 1.058
2 N 1.370 -0.490 3.503
3 C 2.766 -0.976 3.439
4 C 3.550 -0.128 2.438
5 N 3.044 -0.372 1.067
6 H 1.360 0.354 4.083
7 H 0.816 -1.187 4.012
8 H 2.749 -2.022 3.102
9 H 3.254 -0.941 4.420
10 H 4.616 -0.367 2.523
11 H 3.403 0.934 2.673
12 H 3.291 -1.343 0.831
13 H 3.591 0.204 0.424
14 Se 0.879 -3.017 1.281
15 C -0.518 -4.001 0.394
16 C -1.239 -3.427 -0.639
17 C -2.198 -4.182 -1.291
18 C -2.434 -5.492 -0.903
19 C -1.727 -6.043 0.154
20 C -0.758 -5.301 0.804
21 H -1.049 -2.391 -0.930
22 H -2.757 -3.744 -2.105
23 H -3.169 -6.086 -1.427
24 H -1.918 -7.053 0.479
25 H -0.192 -5.717 1.626
26 C 2.534 4.754 -1.630
27 C 1.559 5.345 -0.843
28 C 0.627 4.557 -0.188
29 C 0.648 3.169 -0.301
30 C 1.663 2.596 -1.069
31 C 2.592 3.373 -1.735
32 Si -0.689 2.048 0.505
33 C -2.026 1.631 -0.819
34 C -1.843 0.515 -1.637
35 C -2.777 0.143 -2.585
36 C -3.933 0.893 -2.731
37 C -4.141 2.002 -1.929
38 C -3.197 2.365 -0.983
39 H 3.244 5.367 -2.161
40 H 1.511 6.420 -0.744
41 H -0.132 5.028 0.421
42 H 1.716 1.503 -1.156
43 H 3.358 2.908 -2.341
44 H -1.335 2.926 1.526
45 H -0.912 -0.078 -1.542
46 H -2.612 -0.727 -3.206
47 H -4.665 0.615 -3.472
48 H -5.042 2.589 -2.036
49 H -3.374 3.229 -0.358

Cartesian forces (eV/Å) of the 3 atoms listed first:
Sc 2.0 -0.9 1.5
N -0.5 0.0 -0.3
C 0.3 0.0 -0.3

charge = +1
electronic energy = -118028.336 eV
HOMO level = -10.999 eV
E_LUMO = -4.27 eV
relative energy (zero: lowest compared OMol25 entry of this formula, charge and spin) = 21.7 kcal/mol

# 5
DFT (wB97M-V/def2-TZVPD) results for 2 unconnected molecules or ions with the total composition H3OS2 in a non-equilibrium geometry.

Cartesian coordinates (Å):
1 O -1.314 -0.988 -2.023
2 H -1.003 -2.066 -1.987
3 S 0.399 0.062 1.065
4 S 1.688 1.379 2.054
5 H -0.576 -0.663 -1.381
6 H 0.806 2.277 2.272

Cartesian forces (eV/Å) of the 3 atoms listed first:
O 3.6 -4.1 2.0
H -1.6 4.5 -0.4
S 1.3 1.3 1.0

electronic energy = -23765.021 eV
HOMO level (alpha / beta) = -9.629 / -9.719 eV
spin multiplicity = 2
E_LUMO (alpha / beta) = -0.09 / -2.41 eV
relative energy (zero: lowest compared OMol25 entry of this formula, charge and spin) = 18.7 kcal/mol

Q: Number 2 is which compound?
A: C18H22BF5IN4O2S2

Q: What is the electronic energy in the fifth record?
A: -23765.021 eV